Record 1
DFT (ωB97M-V with the def2-TZVPD basis set) results for a 7-piece molecular cluster, C5H23NO8 overall at a distorted geometry.

Structure (ORCA input):
```
! wB97M-V def2-TZVPD RIJCOSX def2/J DEFGRID3
* xyz 0 1
N 1.22 1.68 1.16
C 0.82 0.46 0.43
C 1.26 -0.80 1.22
O 0.23 -1.24 2.07
C 1.35 0.44 -1.03
C 0.36 1.07 -2.00
C -0.96 0.33 -2.03
O -1.05 -0.82 -1.72
H 2.21 1.74 1.30
H 0.93 2.47 0.66
H -0.32 0.45 0.45
H 1.51 -1.64 0.58
H 2.05 -0.61 1.91
H -0.62 -1.47 1.51
H 1.57 -0.64 -1.32
H 2.36 0.94 -1.10
H 0.81 1.16 -2.99
H 0.20 2.15 -1.75
H -1.81 0.88 -2.40
O -2.68 0.96 1.48
H -3.48 1.06 2.01
H -1.90 1.08 2.22
O 3.21 -2.32 -1.26
H 3.52 -3.11 -0.91
H 2.27 -2.58 -1.45
O 0.65 -2.89 -1.82
H 0.04 -2.13 -1.63
H 0.40 -3.24 -2.68
O -0.72 0.98 3.18
H -0.01 1.58 2.77
H -0.41 0.08 2.90
O -2.07 -1.50 0.68
H -1.89 -1.41 -0.24
H -2.38 -0.62 0.97
O -2.02 2.39 -0.70
H -2.33 1.87 0.07
H -2.32 3.26 -0.55
*
```

Calculated values
LUMO energy, hartree: 0.016
Calculated total energy, a.u.: -860.986364
Highest occupied orbital energy, eV: -9.68

***

Record 2
DFT (ωB97M-V with the def2-TZVPD basis set) results for a 7-piece molecular cluster, C5H24N10O7 overall at a distorted geometry.

Structure (ORCA input):
```
! wB97M-V def2-TZVPD RIJCOSX def2/J DEFGRID3
* xyz 0 1
N -0.30 -5.50 2.76
C -0.66 -4.25 2.93
N 0.35 -3.45 3.26
O -1.83 -3.91 2.71
H 0.63 -5.74 2.44
H -1.07 -6.14 2.66
H 0.08 -2.48 3.22
H 1.28 -3.73 3.56
N -1.82 2.75 -0.80
C -2.71 3.48 -0.20
N -3.43 4.10 -1.16
O -2.78 3.54 0.99
H -1.06 2.37 -0.25
H -1.72 2.92 -1.79
H -4.12 4.73 -0.80
H -3.52 3.88 -2.15
N 2.09 2.58 -1.97
C 1.96 1.68 -1.05
N 3.10 1.41 -0.63
O 1.01 1.27 -0.52
H 1.20 3.01 -2.19
H 2.97 2.96 -2.27
H 3.87 1.80 -1.16
H 3.33 0.79 0.13
N 0.37 -1.46 -4.23
C -0.24 -1.90 -3.15
N 0.64 -2.53 -2.32
O -1.36 -1.66 -2.79
H 1.37 -1.54 -4.14
H -0.11 -0.97 -4.98
H 1.58 -2.63 -2.68
H 0.48 -2.95 -1.42
N 1.75 0.66 2.18
C 1.33 1.64 2.81
N 0.69 2.43 2.02
O 1.48 1.82 4.02
H 2.19 -0.03 2.78
H 1.90 0.72 1.19
H 0.86 2.28 1.04
H 0.56 3.34 2.45
O -0.69 -0.76 0.17
H -0.23 -1.14 0.92
H -0.06 -0.14 -0.21
O -3.19 -1.15 -0.83
H -2.40 -0.79 -0.43
H -3.78 -1.29 -0.10
*
```

Calculated values
LUMO energy, hartree: -0.014
Calculated total energy, a.u.: -1279.200225
Highest occupied orbital energy, eV: -9.12

***

Record 3
DFT (ωB97M-V with the def2-TZVPD basis set) results for a 6-piece molecular cluster, C5H24N2O5 overall at a distorted geometry.

Structure (ORCA input):
```
! wB97M-V def2-TZVPD RIJCOSX def2/J DEFGRID3
* xyz 0 1
C 0.66 0.32 2.75
C 0.53 1.35 1.62
C 0.72 0.81 0.19
C 1.53 1.77 -0.76
N 1.15 1.52 -2.20
N 1.25 -0.60 0.09
C 2.71 -0.77 0.38
H 0.90 0.88 3.66
H -0.24 -0.42 2.86
H 1.54 -0.38 2.83
H 1.27 2.10 1.91
H -0.34 1.93 1.90
H -0.31 0.63 -0.26
H 2.66 1.56 -0.69
H 1.48 2.85 -0.53
H 1.59 2.16 -2.73
H 0.38 1.00 -2.41
H 0.87 -1.30 0.58
H 3.06 0.16 0.65
H 2.81 -1.57 1.11
H 3.28 -1.18 -0.62
O -2.75 -2.39 0.08
H -3.65 -2.43 0.03
H -2.55 -1.75 -0.53
O -0.16 -3.84 -0.32
H -0.23 -3.34 0.53
H -1.20 -3.97 -0.30
O -3.74 0.09 -0.92
H -3.11 -0.08 -1.64
H -3.41 0.70 -0.37
O -0.48 -1.02 -1.93
H -0.60 -1.84 -1.49
H 0.32 -0.70 -1.61
O -2.20 2.26 -0.55
H -2.31 3.16 -0.23
H -1.43 2.31 -1.08
*
```

Calculated values
LUMO energy, hartree: 0.017
Calculated total energy, a.u.: -690.490770
Highest occupied orbital energy, eV: -8.89

***

Record 4
DFT (ωB97M-V with the def2-TZVPD basis set) results for a 6-piece molecular cluster, C5H24N2O6 overall at a distorted geometry.

Structure (ORCA input):
```
! wB97M-V def2-TZVPD RIJCOSX def2/J DEFGRID3
* xyz 0 1
C -1.85 -2.37 0.74
C -0.73 -1.47 1.13
N -0.29 -1.57 2.54
C 0.54 -1.55 0.24
N 0.93 -0.23 -0.29
C 2.16 -0.21 -1.05
C 2.54 1.23 -1.38
O 1.76 1.84 -2.44
H -1.66 -3.44 0.62
H -2.67 -2.20 1.47
H -2.30 -2.06 -0.21
H -1.19 -0.47 0.99
H -0.18 -2.56 2.75
H -0.92 -1.15 3.22
H 0.43 -2.31 -0.52
H 1.27 -1.84 0.98
H 0.11 0.22 -0.67
H 2.94 -0.56 -0.36
H 2.14 -0.92 -1.90
H 2.61 1.82 -0.45
H 3.58 1.14 -1.76
H 0.89 1.72 -2.02
O -1.90 3.03 1.92
H -0.99 2.95 1.61
H -1.85 2.43 2.67
O -0.89 1.36 -2.54
H -0.47 0.76 -3.16
H -1.33 2.12 -2.96
O 1.17 0.05 -4.29
H 1.59 0.88 -3.99
H 1.92 -0.57 -4.35
O -3.07 0.26 2.31
H -4.02 0.08 2.22
H -2.86 0.65 1.45
O 0.89 1.39 2.54
H 0.95 0.69 3.20
H 0.77 0.85 1.74
*
```

Calculated values
LUMO energy, hartree: 0.018
Calculated total energy, a.u.: -765.826758
Highest occupied orbital energy, eV: -9.08